1.
Computed, not measured: a molecular structure, C6H8ClN, with ωB97M-V with the def2-TZVPD basis set.

Results
total energy	-20358.1437	eV
highest occupied orbital energy	-9.00	eV
gap between HOMO and LUMO	9.80	eV

XYZ file:
```
16
Properties=species:S:1:pos:R:3:forces:R:3:lowdin_charge:R:1
C -1.45995 0.42978 2.86911 1.318 -1.197 2.143 -0.587
C -0.21444 0.11184 2.44576 -5.243 1.286 -6.509 -0.178
C 0.13664 -0.08392 0.92994 1.358 -1.603 0.086 -0.110
C -0.10036 0.70582 -0.19770 -1.511 -0.574 0.694 -0.080
C 0.45370 0.34911 -1.60628 -1.628 2.801 1.358 -0.409
C 0.45145 -0.87993 -2.36981 -0.012 -4.086 -2.141 -0.164
H -1.49051 0.43805 4.00597 -0.716 0.395 -1.568 0.082
H 0.47978 0.11719 3.14120 3.548 -0.257 3.013 0.030
H 0.84391 -1.28064 0.89596 -2.104 4.177 -0.599 0.200
H -0.86357 1.75617 -0.34840 2.487 -3.378 1.348 0.180
H 0.24872 1.26828 -2.17018 0.989 -0.308 -0.295 0.117
H -0.10072 -1.85544 -2.03507 1.173 1.998 -0.481 0.127
H 0.86268 -0.92766 -3.52211 -2.421 0.315 2.537 0.153
H 2.10071 -0.15493 -2.44928 2.768 1.338 -1.788 0.037
N 1.65560 -0.42590 -1.65201 -0.950 -1.047 2.072 0.021
Cl -3.00364 0.43218 2.06291 0.945 0.141 0.130 0.580
```
Forces are in eV/Å.

***

2.
Computed, not measured: a molecular structure, C38H38GaN2O10S, with ωB97M-V with the def2-TZVPD basis set.

Results
total energy	-126689.3853	eV
charge	-1
highest occupied orbital energy	-5.42	eV
gap between HOMO and LUMO	5.79	eV

XYZ file:
```
90
Properties=species:S:1:pos:R:3:forces:R:3:lowdin_charge:R:1
C 4.91597 -5.32432 -0.22903 0.044 0.058 -0.088 -0.153
O 4.96403 -3.92145 -0.19072 0.055 -0.020 -0.100 -0.275
C 3.68864 -3.31440 0.08264 -0.285 0.102 0.227 -0.232
Ga 2.70309 -2.69122 -1.55047 0.351 0.010 -0.138 0.500
C 3.32648 -3.14150 -3.39478 -0.129 -0.289 -0.238 -0.224
C 4.50289 -4.12267 -3.45406 -0.001 0.291 0.054 -0.277
C 5.11387 -4.35787 -4.85490 -0.091 -0.339 0.165 -0.176
C 4.17575 -4.31200 -6.05786 0.183 -0.085 -0.148 -0.191
N 3.61308 -5.62086 -6.47525 -0.228 0.112 0.026 -0.137
C 2.89471 -5.43425 -7.73755 0.017 0.101 -0.065 -0.095
C 2.71199 -6.15817 -5.48710 0.143 0.006 0.060 -0.482
C 3.29805 -7.23007 -4.60969 -0.026 -0.050 0.083 0.012
O 1.55720 -5.82219 -5.41514 -0.055 -0.095 -0.117 0.102
O 2.59246 -0.77157 -1.39773 0.039 0.025 -0.111 -0.201
N 2.14581 -0.22021 -2.51891 0.123 -0.075 -0.012 -0.201
O 2.51499 0.90535 -2.67487 -0.141 0.048 0.104 -0.040
S 0.46828 -3.42661 -1.21066 0.014 0.086 0.373 0.560
C -0.42257 -3.72199 -2.74956 -0.141 -0.032 0.035 -0.185
O -0.29344 -2.36950 -0.52339 -0.095 -0.042 -0.093 -0.458
O 0.52282 -4.72321 -0.51751 -0.029 -0.067 -0.142 -0.456
H 5.18937 -5.75407 0.74287 -0.105 -0.030 0.029 0.082
H 5.63197 -5.67922 -0.97564 0.034 0.016 0.041 0.077
H 3.92183 -5.68732 -0.51058 -0.007 -0.029 0.008 0.085
H 3.86703 -2.45564 0.73538 0.095 0.008 -0.053 0.064
H 3.05916 -4.00221 0.65768 0.033 -0.015 0.014 0.055
H 2.47637 -3.58000 -3.93138 -0.008 0.051 0.018 0.031
H 3.57095 -2.23015 -3.95017 0.001 0.102 0.171 0.062
H 5.30225 -3.74503 -2.81235 0.037 -0.114 0.023 0.098
H 4.19875 -5.06745 -2.99938 -0.029 0.006 -0.019 0.068
H 5.91013 -3.62735 -5.00839 -0.110 0.128 -0.062 0.106
H 5.60807 -5.33616 -4.87215 0.110 0.069 -0.012 0.105
H 4.73909 -3.96338 -6.92591 0.007 -0.017 0.007 0.113
H 3.35979 -3.59650 -5.90382 0.027 0.032 0.042 0.113
H 2.44424 -6.37464 -8.05444 -0.020 -0.003 0.038 0.086
H 2.10903 -4.67368 -7.67271 -0.023 -0.026 0.017 0.087
H 3.61209 -5.12585 -8.49901 0.028 -0.022 0.025 0.081
H 2.49962 -7.72761 -4.06398 0.013 0.030 0.035 0.086
H 3.99796 -6.79733 -3.89570 0.029 0.006 -0.052 0.063
H 3.85565 -7.94128 -5.21769 -0.024 0.009 -0.033 0.084
H 0.12101 -3.25911 -3.57152 -0.033 -0.015 -0.043 0.043
H -0.52303 -4.79535 -2.89204 0.152 -0.001 -0.081 0.050
H -1.40505 -3.26461 -2.64075 0.033 0.052 0.015 0.051
C -2.15168 0.91564 1.59721 0.023 0.006 -0.026 -0.043
C -1.54006 0.11209 0.64076 -0.053 0.051 0.085 -0.030
C -1.40947 0.56489 -0.66394 0.014 -0.024 -0.003 0.021
C -1.89693 1.81718 -1.01693 0.023 0.035 0.009 -0.074
C -2.51339 2.62565 -0.05332 -0.043 0.018 -0.034 -0.091
C -2.63517 2.16634 1.25046 0.010 -0.083 0.045 -0.010
C -3.05871 3.96202 -0.39250 -0.020 0.091 0.005 -0.271
O -3.57866 4.68304 0.44145 0.020 -0.082 0.024 0.074
C -2.95468 4.41320 -1.81132 0.012 -0.028 -0.011 -0.083
C -3.49396 5.64354 -2.17135 -0.011 0.055 -0.052 -0.012
C -3.40017 6.08387 -3.47981 0.004 -0.012 0.010 -0.071
C -2.76208 5.29886 -4.43499 0.003 -0.012 0.014 -0.066
C -2.22597 4.07255 -4.08189 -0.010 0.058 -0.062 -0.004
C -2.32406 3.62288 -2.77084 0.002 0.006 0.037 -0.075
C -1.75273 2.28225 -2.42270 0.022 -0.031 -0.038 -0.274
O -1.21148 1.61098 -3.27136 -0.050 -0.020 -0.007 0.119
H -2.24937 0.56553 2.61752 0.001 0.001 -0.007 0.107
H -1.16402 -0.86944 0.89209 0.043 -0.008 -0.050 0.090
H -0.92676 -0.06055 -1.40243 0.015 0.015 -0.001 0.110
H -3.12029 2.80027 1.97664 -0.039 0.046 0.017 0.090
H -3.98276 6.24181 -1.41460 0.014 -0.028 0.031 0.115
H -3.82260 7.04076 -3.75899 0.005 0.002 -0.002 0.101
H -2.68408 5.64663 -5.45720 -0.002 0.002 0.000 0.103
H -1.72579 3.44801 -4.80956 0.007 -0.034 0.033 0.120
C -4.21997 6.51577 4.58293 -0.003 -0.004 -0.021 -0.052
C -3.86126 5.36516 3.88708 0.018 -0.020 0.024 -0.035
C -3.33394 4.28511 4.57707 -0.047 0.076 -0.035 0.010
C -3.15876 4.35159 5.95346 0.003 -0.003 0.025 -0.080
C -3.50680 5.51313 6.64610 0.025 -0.021 0.018 -0.088
C -4.04342 6.59220 5.95422 -0.025 0.031 -0.060 -0.006
C -3.30214 5.62459 8.11627 -0.019 0.035 0.015 -0.279
O -3.61358 6.62748 8.72499 0.006 -0.007 -0.004 0.099
C -2.69391 4.45803 8.82152 -0.006 -0.008 -0.026 -0.083
C -2.44982 4.54869 10.18689 0.019 -0.031 0.066 -0.007
C -1.89530 3.47545 10.86265 -0.005 0.003 -0.014 -0.063
C -1.58659 2.30365 10.17959 -0.008 0.009 -0.010 -0.060
C -1.82608 2.20822 8.81959 0.029 -0.030 0.062 -0.001
C -2.37557 3.28572 8.13529 0.000 0.031 -0.010 -0.080
C -2.60592 3.16536 6.66516 -0.002 -0.037 -0.027 -0.276
O -2.35169 2.13709 6.07663 0.000 0.005 0.011 0.112
H -4.63641 7.35908 4.04731 0.005 0.001 -0.004 0.107
H -3.98497 5.30905 2.81227 0.014 -0.011 -0.002 0.091
H -3.04868 3.37979 4.06294 0.026 -0.051 0.013 0.102
H -4.31449 7.48349 6.50348 0.019 -0.013 0.032 0.117
H -2.69880 5.46569 10.70318 -0.020 0.016 -0.036 0.118
H -1.70196 3.54928 11.92503 -0.002 -0.004 0.001 0.104
H -1.15600 1.46463 10.71050 0.003 0.002 0.002 0.106
H -1.58938 1.30639 8.27167 -0.009 0.020 -0.038 0.121
```
Forces are in eV/Å.

***

3.
Computed, not measured: 2 unconnected molecules or ions with the total composition C3H7O2S, with ωB97M-V with the def2-TZVPD basis set.

Results
total energy	-18154.6841	eV
charge	-1
highest occupied orbital energy	-2.82	eV
gap between HOMO and LUMO	6.63	eV

XYZ file:
```
13
Properties=species:S:1:pos:R:3:forces:R:3:lowdin_charge:R:1
O 1.96896 1.55301 0.20882 1.850 -1.437 -1.067 -0.012
C 1.07519 0.93033 -0.34671 0.114 0.677 1.251 -0.295
C -0.20655 1.49926 -0.04019 -4.324 0.603 -1.672 -0.310
C -1.35436 0.51290 0.35658 0.617 1.957 1.452 -0.902
S -2.05691 -0.45973 -0.88279 -0.308 -1.273 -1.271 0.157
H 1.10055 -0.03838 -0.90738 0.611 0.562 0.095 0.121
H -0.07048 2.16848 0.78128 0.200 0.682 0.399 0.091
H -0.68046 2.04392 -0.89808 0.797 -0.151 0.308 0.113
H -0.78786 0.05350 1.14416 -0.352 -1.435 0.947 0.025
H -2.15159 1.11592 0.88500 0.869 -0.296 -0.413 0.047
H 0.28592 -3.38745 -0.31798 1.895 0.578 0.393 0.058
H 1.59899 -2.56038 0.17864 -0.979 -1.016 -0.535 0.035
O 1.27858 -3.43138 -0.16134 -0.989 0.548 0.113 -0.129
```
Forces are in eV/Å.

***

4.
Computed, not measured: C4H10N4 in the gas phase, with ωB97M-V with the def2-TZVPD basis set.

Results
total energy	-10267.7188	eV
highest occupied orbital energy	-7.55	eV
gap between HOMO and LUMO	8.44	eV

XYZ file:
```
18
Properties=species:S:1:pos:R:3:forces:R:3:lowdin_charge:R:1
C -0.07492 -1.28403 -1.18020 -0.870 -0.423 0.642 -0.051
C 0.07295 -0.69631 0.20911 0.122 -1.016 1.359 -0.309
C 0.19409 -1.39608 1.38218 0.109 1.851 -2.054 0.081
C -0.10553 0.76823 0.33846 -1.335 0.940 -0.265 -0.389
H -1.14537 -1.32366 -1.50314 0.596 -0.120 0.601 0.096
H 0.39294 -0.80044 -2.01203 0.714 0.640 -0.084 0.051
H 0.32207 -2.27899 -1.09922 -0.025 -0.685 -0.369 0.070
H 0.08058 -0.77368 2.25878 0.253 -0.272 0.338 0.069
H 0.49795 -2.42131 1.49132 -0.362 -0.355 -0.203 0.059
H 0.77167 2.56573 -0.28563 -0.545 -0.675 0.356 0.134
H 1.84440 1.07560 -1.77966 -0.044 0.035 -0.013 0.072
H 2.84513 1.55068 -0.57290 -0.332 -0.447 0.006 0.085
H -2.19818 -0.42881 0.88318 0.346 0.142 0.005 0.063
H -3.03837 0.96586 0.80643 -0.429 -0.059 0.324 0.064
N 0.94148 1.58497 -0.05150 0.915 0.527 -0.351 -0.057
N 2.00474 1.00335 -0.77798 0.365 0.340 0.083 0.005
N -1.19833 1.34337 0.69819 1.747 -0.229 -0.417 -0.015
N -2.20730 0.54552 1.19460 -1.225 -0.195 0.042 -0.028
```
Forces are in eV/Å.

***

5.
Computed, not measured: 2 unconnected molecules or ions with the total composition C8H12NO5, with ωB97M-V with the def2-TZVPD basis set.

Results
total energy	-20216.7442	eV
charge	-1
highest occupied orbital energy	-2.50	eV
gap between HOMO and LUMO	6.08	eV

XYZ file:
```
26
Properties=species:S:1:pos:R:3:forces:R:3:lowdin_charge:R:1
C 0.52628 -1.19509 0.32574 -0.393 -1.519 0.858 -0.535
C 0.59460 1.07792 0.61784 -1.301 1.174 -0.193 -0.224
C -0.65201 -0.69245 -0.48374 2.692 2.557 0.087 -0.449
C 3.26375 -0.36516 -0.45051 0.964 0.331 0.179 -0.440
C -0.93416 0.70318 0.29155 0.201 -3.389 1.713 -0.383
C 0.09137 -0.37175 -1.86089 -2.698 0.517 -0.423 0.015
C -1.73468 1.62650 -0.60732 2.135 2.178 2.558 -0.059
C -1.67425 0.22828 1.63193 1.558 0.314 0.277 -0.027
N 3.42595 -1.49833 -0.06893 1.544 1.052 -0.637 0.197
O 0.59411 1.79778 1.88471 1.253 -0.550 0.253 -0.130
O 0.92425 -2.36835 0.30288 -0.807 -0.179 -0.310 0.015
O 1.10352 -0.29821 1.03965 -0.138 0.393 -0.175 0.020
O -1.67693 -1.62405 -0.58083 1.228 -1.950 -0.135 -0.009
O 3.35241 0.75564 -0.78099 -0.104 -0.532 -0.053 0.118
H 1.08578 0.01872 -1.75238 0.549 -0.251 0.309 0.049
H -0.46277 0.54868 -2.24634 0.622 -1.639 -0.318 0.082
H 0.00299 -1.28119 -2.51568 0.217 1.026 0.409 0.097
H -2.25729 0.97623 -1.20041 -1.864 -0.896 -1.903 0.043
H -0.88935 2.12214 -1.09684 -0.646 0.394 -0.676 0.072
H -2.35457 2.41369 -0.08281 0.580 -1.064 -0.469 0.098
H -2.58703 0.77164 1.70183 -0.802 0.530 0.394 0.042
H -0.96508 0.50977 2.47161 -1.159 -0.239 -0.765 0.082
H -1.93527 -0.84245 1.75450 0.335 0.500 -0.527 0.075
H 2.77143 -2.22788 0.01159 -1.302 -0.734 0.303 0.025
H -1.13925 -2.49461 -0.51767 -1.372 1.594 -0.113 0.140
H 1.52620 1.70935 2.21148 -1.294 0.383 -0.643 0.089
```
Forces are in eV/Å.

***

6.
Computed, not measured: 2 unconnected molecules or ions with the total composition C2H6I2N2, with ωB97M-V with the def2-TZVPD basis set.

Results
total energy	-21348.8857	eV
highest occupied orbital energy (spin up / spin down)	-8.04 / -6.97	eV
gap between HOMO and LUMO (spin up / spin down)	7.07 / 4.63	eV

XYZ file:
```
12
Properties=species:S:1:pos:R:3:forces:R:3:lowdin_charge:R:1
C 0.45065 -0.54811 1.27038 1.590 -2.296 -2.214 -0.042
C -0.53376 1.44852 -0.02671 1.680 0.503 -2.090 -0.010
N 0.27445 0.16568 -0.02605 -0.215 -0.531 0.659 -0.347
N 0.58638 -0.27054 -1.18980 -1.092 0.887 -0.148 -0.479
I 1.79180 -1.84194 -1.66396 -0.136 0.137 0.683 0.766
I -2.12856 -1.98074 -2.55026 0.474 0.395 0.361 -0.385
H 1.16781 -1.45812 1.04272 -0.747 2.250 0.665 0.052
H 0.82919 0.21195 1.92341 0.159 -0.185 0.854 0.081
H -0.41156 -1.13532 1.59098 -0.603 0.868 0.027 0.093
H 0.09687 2.38843 -0.09427 0.007 -1.305 0.671 0.105
H -0.89076 1.44572 -1.07102 -0.977 -0.095 0.737 0.079
H -1.23248 1.57447 0.79457 -0.138 -0.629 -0.205 0.087
```
Forces are in eV/Å.

***

7.
Computed, not measured: 2 unconnected molecules or ions with the total composition C5H4F3N3O2, with ωB97M-V with the def2-TZVPD basis set.

Results
total energy	-21964.8150	eV
highest occupied orbital energy	-9.47	eV
gap between HOMO and LUMO	9.46	eV

XYZ file:
```
17
Properties=species:S:1:pos:R:3:forces:R:3:lowdin_charge:R:1
C -0.51937 -0.39075 0.31778 -0.126 -1.462 0.167 -0.455
C -4.20192 3.15702 0.09328 1.716 -0.009 -2.885 -0.491
C -3.51119 -0.84557 -0.73629 0.229 -0.644 -0.433 0.149
C 0.77866 -0.98004 0.83351 -0.276 1.512 2.205 -0.038
C -4.88125 -0.85981 -0.15991 0.173 0.163 1.100 -0.657
N -1.27295 -1.52518 -0.21244 -0.179 -0.985 -0.201 0.074
N -2.46337 -1.33102 -0.44654 0.120 1.510 0.181 0.005
N -1.08267 0.70837 0.22792 0.829 3.705 1.186 0.138
O -3.62994 3.19267 -0.89249 1.178 0.156 -2.148 0.212
O -4.75030 3.11257 1.06068 -2.883 -0.180 5.018 0.249
F -4.83817 -0.88215 1.17616 0.355 0.331 0.869 0.141
F -5.59205 0.22004 -0.48379 0.149 0.094 -0.492 0.150
F -5.56048 -1.94204 -0.47553 -0.305 -0.648 -1.067 0.173
H 1.44270 -0.34844 1.52201 -0.699 -0.275 -1.909 0.107
H 1.18805 -1.50822 0.01296 1.129 -0.217 -0.674 0.060
H 0.51201 -1.73682 1.55516 -0.501 -0.590 0.027 0.065
H -0.56349 1.59034 0.61818 -0.911 -2.461 -0.946 0.118
```
Forces are in eV/Å.

***

8.
Computed, not measured: a molecular structure, C4H15O4, with ωB97M-V with the def2-TZVPD basis set.

Results
total energy	-12582.5077	eV
charge	-1
highest occupied orbital energy	-5.23	eV
gap between HOMO and LUMO	8.87	eV

XYZ file:
```
23
Properties=species:S:1:pos:R:3:forces:R:3:lowdin_charge:R:1
C 1.35975 0.15500 0.89834 -0.341 0.004 -0.138 -0.299
O 1.65022 -1.11017 1.42648 -0.086 0.030 -0.179 -0.134
C 0.12698 0.80348 1.56226 0.193 -0.123 0.499 -0.200
C -1.00560 1.16738 0.61364 -0.435 -0.332 0.140 -0.264
C -2.38501 1.30096 1.28599 0.016 -0.170 -0.004 -0.112
H 2.21010 0.81492 1.03520 0.408 0.224 0.109 0.093
H 1.19942 0.10302 -0.18968 -0.030 -0.103 0.105 0.106
H 0.44446 1.66859 2.15580 -0.091 0.281 -0.233 0.100
H -0.23105 0.12935 2.34059 -0.074 -0.428 -0.184 0.101
H -1.05346 0.43734 -0.19421 0.036 -0.153 0.017 0.100
H -0.77602 2.10710 0.15372 0.244 0.626 -0.476 0.090
H -3.10173 0.52186 1.00727 0.191 0.061 -0.203 0.065
H -2.84758 2.26658 1.08968 -0.083 0.046 -0.036 0.056
H -2.27195 1.20202 2.35569 0.006 0.121 0.469 0.052
H 2.09343 -3.26595 -0.69604 0.017 0.022 0.139 -0.013
H 1.50973 -1.78405 0.67141 0.153 -0.068 0.307 0.004
O 1.30036 -2.76823 -0.47773 -0.018 -0.079 -0.310 -0.281
H -0.44602 1.28778 -2.29767 0.103 -0.247 0.075 -0.019
H 0.31109 -0.01340 -2.80244 -0.111 0.060 0.086 -0.030
O 0.02689 0.91352 -3.04490 0.008 0.198 -0.208 -0.131
H 0.05246 -2.20408 -2.78093 0.058 0.317 -0.260 0.000
H 1.06037 -2.13315 -1.55457 0.058 0.269 -0.061 -0.034
O 0.77316 -1.59988 -2.55792 -0.223 -0.558 0.348 -0.250
```
Forces are in eV/Å.